# 1
{
  "formula": "C7H9HfNO2",
  "method": "ωB97M-V/def2-TZVPD",
  "species": ["Hf", "C", "H", "H", "H", "H", "H", "O", "C", "O", "C", "C", "C", "C", "C", "N", "H", "H", "H", "H"],
  "xyz": [[-0.3588, -0.2979, -1.3771], [0.5379, -0.5750, -3.6682], [1.6030, -0.7792, -3.4048], [0.1929, -1.5956, -4.0410], [0.6986, 0.1141, -4.7012], [-0.7009, 0.0357, -3.7430], [-1.6796, 0.6114, -1.8659], [1.8389, 2.5020, 0.4916], [1.1588, 1.6320, 0.1475], [0.8731, 1.3094, -1.1684], [0.4577, 0.6827, 1.1528], [0.3676, 0.8743, 2.5010], [-0.3388, 0.0789, 3.2872], [-1.0039, -1.0048, 2.7646], [-0.9218, -1.3091, 1.4449], [-0.2235, -0.4746, 0.6845], [0.9271, 1.7476, 2.8468], [-0.4426, 0.2871, 4.4113], [-1.5927, -1.6609, 3.3537], [-1.3933, -2.1782, 0.8835]],
  "mulliken_charge": [1.385, -1.447, 0.485, 0.542, 0.381, 0.340, -0.110, -0.333, 0.639, -0.558, 0.314, -0.443, -0.119, -0.710, 0.199, -0.223, 0.479, 0.409, 0.456, 0.315],
  "e_lumo_ev": -9.79,
  "mol_weight_g_mol": 317.6,
  "homo_lumo_gap_ha": 0.322,
  "e_above_lowest_kj_mol": 129.36,
  "homo_energy_ev": -18.547,
  "total_charge": 2
}

# 2
{
  "formula": "C4H8O2",
  "method": "ωB97M-V/def2-TZVPD",
  "species": ["C", "O", "C", "C", "C", "O", "H", "H", "H", "H", "H", "H", "H", "H"],
  "xyz": [[-1.5785, -0.2719, 1.0900], [-0.2232, 0.1144, 0.9935], [0.2161, 0.2777, -0.3422], [1.5504, 1.0237, -0.3093], [0.3575, -1.1151, -0.9485], [-0.2249, -1.5097, -1.9282], [-1.8248, -0.2946, 2.1537], [-2.2357, 0.4510, 0.5834], [-1.7631, -1.2658, 0.6567], [-0.5360, 0.8254, -0.9298], [1.6288, 1.7258, -1.1459], [1.6035, 1.5852, 0.6295], [2.4121, 0.3432, -0.3523], [1.0304, -1.7811, -0.3619]],
  "mulliken_charge": [-0.712, -0.400, 0.463, -1.195, -0.149, -0.456, 0.259, 0.305, 0.292, 0.315, 0.322, 0.324, 0.305, 0.326],
  "e_lumo_ev": 1.03,
  "mol_weight_g_mol": 88.1,
  "homo_lumo_gap_ha": 0.393,
  "e_above_lowest_kj_mol": 156.10,
  "homo_energy_ev": -9.670,
  "smiles": "CO[C@@H](C)C=O"
}

# 3
{
  "formula": "C7H16ErO4",
  "method": "ωB97M-V/def2-TZVPD",
  "species": ["C", "O", "C", "C", "O", "C", "O", "C", "C", "C", "O", "H", "H", "H", "H", "H", "H", "H", "H", "H", "H", "H", "H", "H", "H", "H", "H", "Er"],
  "xyz": [[2.7713, -2.0458, 0.7540], [3.0302, -0.9687, -0.1680], [1.9899, -0.4730, -0.8811], [0.9780, 0.2078, 0.0613], [0.5533, 1.6014, -0.5559], [1.0421, 2.8423, 0.2266], [-0.1391, -0.4988, 0.3470], [-1.1705, -0.6197, -0.5909], [-2.4276, 0.1750, -0.1506], [-2.7798, -0.4418, 1.2093], [-3.3899, 0.1346, -1.1502], [2.4867, -1.6704, 1.7328], [2.0029, -2.7123, 0.3640], [3.7066, -2.5807, 0.8368], [1.4730, -1.2318, -1.4903], [2.4129, 0.2786, -1.5547], [1.4729, 0.4499, 0.9995], [0.4896, 2.8733, 1.1563], [2.1118, 2.7236, 0.3581], [0.8482, 3.7086, -0.4036], [-0.8399, -0.3564, -1.6543], [-1.4240, -1.6735, -0.7040], [-2.2250, 1.2639, 0.0086], [-2.4188, -1.4629, 1.2918], [-3.8637, -0.4467, 1.2752], [-2.3526, 0.1139, 2.0347], [-3.6713, -0.7619, -1.3804], [-0.6673, 1.5717, -1.9720]],
  "mulliken_charge": [-0.659, -0.395, -0.297, -0.088, 0.023, -0.605, -0.228, -0.205, 0.143, -1.311, -0.440, 0.280, 0.331, 0.277, 0.428, 0.249, 0.599, 0.359, 0.300, 0.396, -0.123, 0.766, 0.292, 0.399, 0.422, 0.389, 0.398, 1.297],
  "e_lumo_ev": [-14.62, -14.45],
  "mol_weight_g_mol": 331.5,
  "homo_lumo_gap_ha": [0.203, 0.209],
  "homo_energy_ev": [-20.134, -20.136],
  "total_charge": 3,
  "multiplicity": 4
}

# 4
{
  "formula": "C5H8O2",
  "method": "ωB97M-V/def2-TZVPD",
  "species": ["C", "C", "C", "O", "C", "C", "O", "H", "H", "H", "H", "H", "H", "H", "H"],
  "xyz": [[1.7374, -0.3315, 0.1329], [0.8544, 0.6289, 0.3779], [-0.1565, 1.3432, -0.4619], [-0.7722, 0.7924, -1.6299], [-1.4846, 0.7572, -0.3735], [-1.2953, -0.5485, 0.3504], [-0.9884, -1.4822, -0.5012], [2.5185, -0.5106, 0.8651], [1.7220, -0.9885, -0.7348], [0.7020, -1.7556, 1.5592], [0.7872, 1.0213, 1.3939], [0.0364, 2.4151, -0.5350], [-2.4278, 1.2922, -0.2811], [-0.0154, -1.5975, 1.6920], [-0.9701, -1.1221, -1.4211]],
  "mulliken_charge": [-0.734, -0.185, -0.167, -0.500, 0.073, -0.430, -0.223, 0.375, 0.258, 0.025, 0.256, 0.432, 0.436, 0.032, 0.350],
  "e_lumo_ev": 0.43,
  "mol_weight_g_mol": 100.1,
  "homo_lumo_gap_ha": 0.340,
  "e_above_lowest_kj_mol": 620.54,
  "homo_energy_ev": -8.833
}

# 5
{
  "formula": "C5H4O3S",
  "method": "ωB97M-V/def2-TZVPD",
  "species": ["C", "C", "C", "C", "C", "O", "O", "O", "S", "H", "H", "H", "H"],
  "xyz": [[-1.7232, -0.8183, 0.3608], [-1.8040, 0.4746, 0.5181], [0.2448, -0.1495, 0.2224], [2.4322, 1.1469, -0.0573], [1.8414, -0.0920, -0.0418], [3.6337, 1.3580, -0.1062], [-0.5002, -1.3011, 0.2468], [-0.4921, 0.9942, 0.2981], [2.5660, -1.6860, -0.1602], [-2.5413, -1.5627, 0.2473], [-2.5861, 1.1489, 0.8001], [1.5995, 1.8336, 0.0473], [3.8222, -1.3081, -0.3984]],
  "mulliken_charge": [-0.001, -0.340, 0.128, -0.031, 0.295, -0.569, -0.305, -0.309, -0.185, 0.328, 0.370, 0.435, 0.184],
  "e_lumo_ev": [0.65, -1.76],
  "mol_weight_g_mol": 144.2,
  "homo_lumo_gap_ha": [0.245, 0.290],
  "homo_energy_ev": [-6.012, -9.642],
  "multiplicity": 3
}

# 6
{
  "formula": "C2H2NO3S2",
  "method": "ωB97M-V/def2-TZVPD",
  "species": ["C", "C", "N", "O", "O", "O", "S", "S", "H", "H"],
  "xyz": [[0.6947, -1.8850, -0.1539], [0.3781, 0.6354, 0.3474], [1.0693, -0.7602, -0.0326], [3.9128, -0.4512, 0.9755], [4.1586, 0.4510, -1.2373], [1.0667, 1.6896, 0.2981], [0.2372, -3.3631, -0.0981], [3.4377, 0.5365, -0.0168], [-0.3413, 0.3060, 1.3058], [-0.3936, 0.6226, -0.4633]],
  "mulliken_charge": [0.344, -0.169, -0.161, -0.466, -0.457, -0.746, -0.533, 0.811, 0.148, 0.229],
  "e_lumo_ev": 3.10,
  "mol_weight_g_mol": 152.2,
  "homo_lumo_gap_ha": 0.265,
  "e_above_lowest_kj_mol": 202.94,
  "homo_energy_ev": -4.103,
  "total_charge": -1
}

# 7
{
  "formula": "C4H12",
  "method": "ωB97M-V/def2-TZVPD",
  "species": ["C", "C", "H", "H", "H", "H", "H", "H", "C", "C", "H", "H", "H", "H", "H", "H"],
  "xyz": [[1.0304, 0.7123, 1.4212], [1.6136, 1.5817, 0.2743], [0.2677, 0.0443, 1.0357], [1.8205, 0.0625, 1.8046], [0.7095, 1.3481, 2.2423], [2.4540, 2.1410, 0.6695], [0.8351, 2.1758, -0.1933], [1.9961, 0.8842, -0.4742], [-1.1206, -0.6490, -1.4599], [-1.4726, -1.5284, -0.2588], [-1.3453, -1.2239, -2.3642], [-1.8750, 0.1319, -1.5322], [-0.0801, -0.3498, -1.4639], [-1.5041, -0.9921, 0.6925], [-0.8546, -2.3944, -0.0018], [-2.4744, -1.9441, -0.3918]],
  "mulliken_charge": [-0.224, -0.923, -0.272, 0.263, 0.298, 0.346, 0.273, 0.255, -0.680, -1.008, 0.320, 0.232, 0.214, 0.272, 0.307, 0.325],
  "e_lumo_ev": 1.17,
  "mol_weight_g_mol": 60.1,
  "homo_lumo_gap_ha": 0.469,
  "e_above_lowest_kj_mol": 25.93,
  "homo_energy_ev": -11.592,
  "smiles": "CC.CC"
}

# 8
{
  "formula": "CH3NO4S",
  "method": "ωB97M-V/def2-TZVPD",
  "species": ["C", "N", "O", "O", "O", "O", "S", "H", "H", "H"],
  "xyz": [[-1.3429, -0.6956, 0.7464], [1.9452, 0.9797, -0.3419], [1.7646, 1.3133, -1.4620], [2.7438, 1.2258, 0.4755], [-0.7896, -0.7896, -1.7304], [0.8993, 0.2514, 0.1829], [-0.7575, 0.2314, -0.7394], [-0.6186, -0.6333, 1.5086], [-1.6234, -1.7245, 0.2428], [-2.2209, -0.1587, 1.1174]],
  "mulliken_charge": [-0.642, 1.176, -0.587, -0.531, -0.464, -0.433, 0.672, 0.234, 0.261, 0.315],
  "e_lumo_ev": -0.21,
  "mol_weight_g_mol": 125.1,
  "homo_lumo_gap_ha": 0.390,
  "e_above_lowest_kj_mol": 314.32,
  "homo_energy_ev": -10.815
}

# 9
{
  "formula": "C19H28FeNO4",
  "method": "ωB97M-V/def2-TZVPD",
  "species": ["O", "C", "C", "H", "H", "C", "H", "H", "C", "H", "H", "H", "C", "H", "H", "H", "Fe", "C", "C", "C", "H", "C", "C", "H", "H", "H", "H", "C", "C", "C", "H", "C", "C", "H", "H", "H", "H", "O", "C", "C", "H", "H", "C", "H", "H", "C", "H", "H", "H", "H", "O", "N", "O"],
  "xyz": [[-2.2908, -1.8789, -1.1637], [-3.6342, -1.7803, -0.6240], [-4.2057, -2.7870, -1.6211], [-4.0893, -0.7925, -0.7502], [-3.6361, -2.0888, 0.4245], [-2.7985, -2.7002, -2.2633], [-5.0101, -2.3929, -2.2502], [-4.4360, -3.7494, -1.1454], [-2.7369, -1.8993, -3.5456], [-3.1785, -0.9078, -3.4082], [-3.2561, -2.4182, -4.3605], [-1.6824, -1.7916, -3.8159], [-2.0743, -4.0195, -2.4218], [-1.9565, -4.5570, -1.4786], [-1.0943, -3.8037, -2.8526], [-2.6202, -4.6628, -3.1215], [2.3665, 1.3230, 1.0923], [4.3890, 0.8276, 2.3301], [3.4275, 1.4418, 3.1829], [2.2535, 0.6047, 3.1977], [3.5916, 2.3348, 3.7818], [2.4946, -0.5251, 2.3264], [3.8119, -0.3603, 1.7775], [4.3479, -1.0784, 1.1650], [5.4102, 1.1750, 2.1865], [1.3991, 0.7291, 3.8507], [1.8067, -1.3485, 2.1373], [4.1136, 2.8428, -0.1986], [4.0989, 1.4527, -0.5250], [2.7981, 1.1099, -1.0478], [4.9753, 0.8105, -0.5264], [1.9680, 2.2936, -0.9065], [2.7953, 3.3483, -0.3646], [2.4948, 4.3821, -0.2131], [4.9825, 3.4126, 0.1395], [2.5112, 0.1613, -1.4968], [0.9440, 2.3959, -1.2479], [-2.2189, 0.7394, -0.8544], [-0.9682, 0.0991, -0.4951], [-1.1462, -0.4755, 0.9219], [-0.1855, 0.8823, -0.4252], [-0.6869, -0.6460, -1.2478], [-2.2200, 0.4430, 1.5479], [-0.1910, -0.4527, 1.4649], [-1.4869, -1.5118, 0.8312], [-2.6656, 1.3516, 0.3937], [-1.7235, 1.0279, 2.3236], [-3.0648, -0.1155, 1.9616], [-2.1227, 2.3210, 0.5259], [-3.7570, 1.5145, 0.3084], [2.2860, 3.8247, 2.3515], [1.0916, 3.5122, 2.3591], [0.7791, 2.3822, 1.7899]],
  "mulliken_charge": [-0.152, -0.397, -0.720, 0.079, 0.294, 1.291, 0.302, 0.297, -1.654, 0.359, 0.421, 0.370, -1.707, 0.366, 0.388, 0.387, 0.847, -0.371, -0.534, -0.385, 0.406, -0.707, -0.495, 0.506, 0.501, 0.445, 0.540, -0.241, -0.677, -0.615, 0.576, -0.788, -0.339, 0.489, 0.434, 0.437, 0.712, -0.471, 0.390, 0.284, -0.639, 0.458, -0.709, -0.457, 0.298, -0.659, 0.363, 0.266, 0.275, 0.361, -0.367, 0.085, -0.145],
  "e_lumo_ev": [0.62, -0.90],
  "mol_weight_g_mol": 390.3,
  "homo_lumo_gap_ha": [0.317, 0.289],
  "e_above_lowest_kj_mol": 0.00,
  "homo_energy_ev": [-8.011, -8.753],
  "multiplicity": 6
}

# 10
{
  "formula": "C5H11N2",
  "method": "ωB97M-V/def2-TZVPD",
  "species": ["C", "C", "C", "C", "C", "N", "N", "H", "H", "H", "H", "H", "H", "H", "H", "H", "H", "H"],
  "xyz": [[-0.8980, -1.4021, 0.1047], [2.0845, 0.0790, -0.3862], [-1.3341, -0.1790, -0.0463], [-2.7297, 0.3136, -0.1469], [-0.1013, 1.1428, 0.0848], [3.1392, -0.5949, 0.0091], [1.1737, 0.5285, 0.4086], [0.0692, -1.6213, 0.0387], [-1.6393, -2.2827, -0.1305], [1.8403, 0.1109, -1.4079], [-3.1300, 0.9232, 0.6347], [-2.8621, 0.8813, -1.0491], [-3.5301, -0.3695, -0.0930], [-0.3016, 1.4773, -0.9190], [-0.2783, 1.6736, 0.9610], [3.9624, -0.6086, -0.4776], [3.3210, -0.5184, 0.9732], [1.2142, 0.4464, 1.4417]],
  "mulliken_charge": [-0.712, -0.253, 0.681, -1.438, -0.658, -0.249, -0.176, 0.409, 0.247, 0.451, 0.363, 0.345, 0.416, 0.403, 0.422, 0.255, 0.209, 0.284],
  "e_lumo_ev": [-2.90, -8.22],
  "mol_weight_g_mol": 99.2,
  "homo_lumo_gap_ha": [0.261, 0.224],
  "e_above_lowest_kj_mol": 278.48,
  "homo_energy_ev": [-9.994, -14.310],
  "total_charge": 1,
  "multiplicity": 3
}

# 11
{
  "formula": "C15H12ClF2NO2",
  "method": "ωB97M-V/def2-TZVPD",
  "species": ["C", "C", "C", "C", "C", "Cl", "C", "C", "N", "C", "O", "C", "C", "C", "C", "C", "O", "C", "F", "F", "C", "H", "H", "H", "H", "H", "H", "H", "H", "H", "H", "H", "H"],
  "xyz": [[-1.7280, -2.3912, 1.0871], [-2.6985, -1.4371, 0.4503], [-4.0298, -1.7937, 0.3054], [-4.9555, -0.9440, -0.2743], [-4.5316, 0.2957, -0.7196], [-5.6641, 1.3766, -1.4481], [-3.2109, 0.6884, -0.5942], [-2.2901, -0.1747, -0.0096], [-0.9447, 0.1769, 0.1265], [-0.3352, 1.3697, -0.1336], [-0.8970, 2.3732, -0.5147], [1.1400, 1.3499, 0.1295], [1.7378, 2.5350, 0.5486], [3.0972, 2.5885, 0.7929], [3.8834, 1.4633, 0.6079], [3.2873, 0.2916, 0.1704], [4.0734, -0.8695, -0.0063], [4.6410, -1.0134, -1.2058], [3.7285, -1.0655, -2.2116], [5.4558, 0.0204, -1.5340], [1.9264, 0.2205, -0.0734], [-0.9438, -2.6824, 0.3868], [-1.2630, -1.9509, 1.9700], [-2.2459, -3.2944, 1.3981], [-4.3548, -2.7623, 0.6555], [-5.9869, -1.2391, -0.3777], [-2.8920, 1.6565, -0.9413], [-0.3607, -0.5485, 0.5150], [1.1150, 3.4075, 0.6731], [3.5525, 3.5097, 1.1215], [4.9472, 1.4882, 0.7847], [5.2310, -1.9424, -1.2236], [1.5156, -0.7026, -0.4554]],
  "mulliken_charge": [-1.569, 0.791, -0.604, -0.794, 0.234, -0.222, -0.919, 0.597, -0.045, 0.516, -0.650, 0.603, -0.548, -0.647, -0.376, 0.306, -0.406, 0.418, -0.260, -0.260, -0.740, 0.332, 0.388, 0.381, 0.332, 0.418, 0.679, 0.074, 0.460, 0.393, 0.433, 0.197, 0.490],
  "e_lumo_ev": 0.30,
  "mol_weight_g_mol": 311.7,
  "homo_lumo_gap_ha": 0.329,
  "homo_energy_ev": -8.646,
  "smiles": "Cc1ccc(Cl)cc1NC(=O)c1cccc(OC(F)F)c1"
}

# 12
{
  "formula": "C3H5N3O4S",
  "method": "ωB97M-V/def2-TZVPD",
  "species": ["C", "C", "C", "N", "N", "N", "O", "O", "O", "O", "S", "H", "H", "H", "H", "H"],
  "xyz": [[0.9498, -0.7367, -0.4368], [-0.2177, -0.3210, 0.2914], [2.0136, 0.2358, -0.9336], [0.9671, -2.0176, -0.5929], [-0.8202, -1.5799, 0.5659], [-3.7325, -0.6089, -0.6619], [-1.9862, -1.8887, 1.1849], [-0.6632, 0.7692, 0.5135], [-5.5305, 1.0252, -0.7025], [-0.0275, -2.5803, -0.1619], [-5.1823, -0.2700, -0.2743], [2.4316, 0.7290, -0.0175], [2.7341, -0.4435, -1.1912], [1.8438, 1.0048, -1.6409], [-2.7784, -1.8203, 0.5014], [-3.2316, 0.0879, -1.2627]],
  "mulliken_charge": [0.427, 0.670, -1.197, -0.370, 0.278, -0.452, -0.431, -0.636, -0.420, -0.138, 0.574, 0.257, 0.425, 0.316, 0.436, 0.262],
  "e_lumo_ev": -1.26,
  "mol_weight_g_mol": 179.2,
  "homo_lumo_gap_ha": 0.303,
  "e_above_lowest_kj_mol": 426.76,
  "homo_energy_ev": -9.508
}